Entry 1
The following is a quantum chemistry calculation of one molecule with the formula CBrFN2O4, from the OMol25 dataset.

Last column: Mulliken charge in e.
Element x y z (Å)
C (0.188, -0.735, -0.036)  0.223
N (-1.275, -0.695, 0.078)  0.944
N (1.154, -0.316, 0.829)  0.681
O (-1.902, -0.507, -0.913)  -0.501
O (0.908, 0.340, 1.813)  -0.509
O (-1.780, -0.616, 1.140)  -0.497
O (2.547, -0.552, 0.457)  -0.319
F (0.630, -1.615, -1.107)  -0.206
Br (3.524, 0.622, -0.295)  0.184

Results
orbital gap (alpha / beta) = 8.84 / 8.84 eV
HOMO level (alpha / beta) = -10.64 / -10.64 eV



Entry 2
The following is a quantum chemistry calculation of a 2-piece molecular cluster, CBrFN2O4 overall, from the OMol25 dataset.

Last column: Mulliken charge in e.
Element x y z (Å)
C (0.278, -0.723, -0.949)  0.303
N (-0.617, 1.527, 0.558)  0.820
N (0.197, -1.158, 0.329)  0.885
O (-1.603, 1.523, 1.202)  -0.430
O (0.343, 2.123, 0.408)  -0.373
O (1.226, -1.161, 0.998)  -0.554
O (-0.893, -1.583, 0.686)  -0.549
F (-0.712, -0.773, -1.785)  -0.158
Br (1.781, 0.225, -1.446)  0.056

Results
orbital gap (alpha / beta) = 7.82 / 8.40 eV
HOMO level (alpha / beta) = -10.24 / -9.84 eV



Relative energies, eV: entry 1 1.401; entry 2 0.000.



Entry 1
The following is a quantum chemistry calculation of one molecule with the formula C4H2, from the OMol25 dataset.

Last column: Mulliken charge in e.
Element x y z (Å)
C (-1.854, -0.040, -0.002)  -0.166
C (-0.667, -0.159, 0.000)  -0.323
C (0.666, -0.034, 0.045)  -0.037
C (1.898, -0.052, -0.022)  -0.290
H (-2.943, 0.205, -0.019)  0.362
H (2.900, 0.081, -0.002)  0.455

Results
orbital gap = 10.62 eV
HOMO level = -9.70 eV



Entry 2
The following is a quantum chemistry calculation of one molecule with the formula C4H2, from the OMol25 dataset.

Last column: Mulliken charge in e.
Element x y z (Å)
C (-1.906, 0.031, -0.035)  -0.207
C (-0.699, -0.072, -0.003)  -0.128
C (0.696, -0.042, 0.022)  -0.162
C (1.927, 0.057, -0.002)  -0.313
H (-2.992, 0.085, 0.091)  0.389
H (2.974, -0.060, -0.074)  0.421

Results
orbital gap = 10.74 eV
HOMO level = -9.79 eV



Relative energies, eV: entry 1 0.159; entry 2 0.000.



Entry 1
The following is a quantum chemistry calculation of one molecule with the formula C21H32N4O3, from the OMol25 dataset.

Last column: Mulliken charge in e.
Element x y z (Å)
C (-7.193, -0.126, 0.695)  -1.425
C (-5.719, 0.260, 0.691)  -0.053
C (-4.819, -0.837, 1.248)  -0.927
C (-3.343, -0.467, 1.209)  0.148
C (-2.433, -1.536, 1.811)  -1.385
C (-0.990, -1.136, 1.772)  0.027
C (-0.003, -1.890, 1.308)  -0.892
C (1.435, -1.464, 1.317)  -0.143
C (2.209, -1.996, 0.120)  0.386
O (1.676, -2.732, -0.703)  -0.664
N (3.521, -1.645, 0.024)  0.319
C (4.356, -2.248, -1.016)  -0.759
C (5.140, -1.204, -1.805)  -1.103
C (4.241, -0.134, -2.363)  0.015
C (4.657, 1.309, -2.360)  -0.897
C (3.575, 0.852, -1.431)  1.374
C (2.176, 1.276, -1.812)  -0.436
O (1.865, 2.429, -2.046)  -0.679
N (1.248, 0.282, -1.793)  0.115
C (-0.148, 0.601, -1.935)  -1.130
C (-0.665, 1.448, -0.814)  0.899
N (-1.790, 2.081, -0.773)  -0.671
C (-1.764, 2.635, 0.486)  0.770
C (-2.865, 3.471, 1.026)  -1.100
N (-0.691, 2.365, 1.167)  -0.714
O (0.054, 1.562, 0.297)  0.223
C (3.775, 0.846, 0.090)  -0.617
C (4.091, -0.518, 0.744)  -1.335
H (-7.819, 0.673, 0.298)  0.395
H (-7.363, -1.017, 0.088)  0.338
H (-7.535, -0.348, 1.708)  0.326
H (-5.401, 0.503, -0.327)  0.353
H (-5.577, 1.171, 1.282)  0.157
H (-5.114, -1.060, 2.279)  0.357
H (-4.978, -1.760, 0.679)  0.369
H (-3.044, -0.271, 0.174)  0.135
H (-3.189, 0.473, 1.752)  0.167
H (-2.736, -1.704, 2.851)  0.320
H (-2.568, -2.487, 1.288)  0.384
H (-0.763, -0.143, 2.156)  0.536
H (-0.212, -2.877, 0.909)  0.307
H (1.498, -0.375, 1.360)  0.047
H (1.939, -1.842, 2.215)  0.508
H (5.045, -2.961, -0.553)  0.299
H (3.692, -2.806, -1.672)  0.448
H (5.911, -0.746, -1.180)  0.378
H (5.672, -1.710, -2.613)  0.432
H (3.629, -0.451, -3.202)  0.374
H (5.616, 1.542, -1.913)  0.258
H (4.370, 1.944, -3.187)  0.330
H (1.514, -0.681, -1.660)  0.297
H (-0.345, 1.140, -2.862)  0.352
H (-0.717, -0.329, -1.950)  0.419
H (-2.660, 3.746, 2.058)  0.289
H (-2.973, 4.374, 0.426)  0.377
H (-3.804, 2.920, 0.971)  0.114
H (4.557, 1.557, 0.365)  0.523
H (2.857, 1.237, 0.534)  0.118
H (3.740, -0.514, 1.774)  0.467
H (5.167, -0.680, 0.797)  0.479

Results
orbital gap = 10.01 eV
HOMO level = -9.24 eV



Entry 2
The following is a quantum chemistry calculation of one molecule with the formula C21H32N4O3, from the OMol25 dataset.

Last column: Mulliken charge in e.
Element x y z (Å)
C (3.377, -4.870, -4.979)  -1.277
C (2.666, -4.584, -3.663)  -0.325
C (1.922, -3.255, -3.672)  -0.692
C (1.205, -2.960, -2.362)  -0.510
C (0.461, -1.626, -2.385)  -0.872
C (-0.276, -1.301, -1.111)  -0.206
C (0.246, -1.355, 0.108)  -0.887
C (-0.534, -1.014, 1.345)  -0.248
C (0.336, -0.366, 2.413)  0.322
O (1.554, -0.308, 2.286)  -0.671
N (-0.292, 0.131, 3.511)  0.291
C (0.504, 0.666, 4.616)  -0.768
C (0.008, 2.035, 5.069)  -1.116
C (-0.089, 3.008, 3.925)  0.093
C (-1.237, 3.969, 3.817)  -0.919
C (-1.152, 2.814, 2.866)  1.401
C (-0.750, 3.169, 1.454)  -0.433
O (-1.237, 4.097, 0.836)  -0.679
N (0.161, 2.332, 0.887)  0.092
C (0.490, 2.439, -0.509)  -1.069
C (-0.607, 1.947, -1.406)  0.735
N (-0.570, 1.863, -2.694)  -0.683
C (-1.818, 1.359, -2.986)  0.953
C (-2.274, 1.067, -4.368)  -1.194
N (-2.566, 1.150, -1.945)  -0.723
O (-1.756, 1.547, -0.876)  0.138
C (-2.181, 1.679, 2.922)  -0.692
C (-1.726, 0.355, 3.581)  -1.326
H (3.904, -5.825, -4.953)  0.382
H (2.666, -4.905, -5.807)  0.317
H (4.108, -4.091, -5.205)  0.318
H (1.959, -5.390, -3.442)  0.322
H (3.392, -4.583, -2.844)  0.316
H (2.628, -2.446, -3.891)  0.330
H (1.195, -3.253, -4.493)  0.317
H (0.493, -3.762, -2.141)  0.298
H (1.931, -2.963, -1.544)  0.281
H (1.165, -0.818, -2.616)  0.310
H (-0.252, -1.637, -3.214)  0.291
H (-1.309, -0.981, -1.216)  0.654
H (1.274, -1.660, 0.267)  0.300
H (-1.378, -0.372, 1.085)  0.148
H (-0.957, -1.921, 1.796)  0.543
H (0.477, -0.036, 5.456)  0.299
H (1.533, 0.724, 4.267)  0.442
H (-0.966, 1.951, 5.558)  0.379
H (0.693, 2.415, 5.831)  0.434
H (0.865, 3.368, 3.551)  0.357
H (-2.002, 3.912, 4.582)  0.255
H (-1.054, 4.956, 3.416)  0.325
H (0.663, 1.666, 1.450)  0.306
H (0.695, 3.476, -0.783)  0.377
H (1.380, 1.847, -0.714)  0.426
H (-3.294, 0.691, -4.357)  0.300
H (-2.225, 1.973, -4.971)  0.310
H (-1.619, 0.326, -4.826)  0.277
H (-3.085, 2.024, 3.428)  0.514
H (-2.484, 1.470, 1.893)  0.176
H (-2.257, -0.478, 3.123)  0.476
H (-2.002, 0.337, 4.635)  0.485

Results
orbital gap = 10.02 eV
HOMO level = -9.26 eV



Relative energies, eV: entry 1 0.000; entry 2 0.128.



Entry 1
The following is a quantum chemistry calculation of a 2-piece molecular cluster, C4H12NO3 overall, from the OMol25 dataset.

Last column: Mulliken charge in e.
Element x y z (Å)
C (-0.579, 0.504, 1.807)  -1.393
C (0.116, 0.873, 0.427)  0.436
C (1.383, 1.739, 0.810)  -0.677
O (2.663, 1.033, 1.134)  -0.569
N (0.689, -0.242, -0.329)  -0.281
C (-0.140, -1.478, -0.483)  -0.708
O (-1.347, -1.197, -0.957)  -0.897
H (0.227, 0.408, 2.487)  0.388
H (-1.063, -0.506, 1.735)  0.349
H (-1.334, 1.258, 2.045)  0.272
H (-0.641, 1.390, -0.229)  0.393
H (1.662, 2.673, 0.126)  0.234
H (0.995, 2.285, 1.698)  0.305
H (2.453, 0.049, 0.816)  0.380
H (0.758, 0.183, -1.183)  0.148
H (0.546, -2.033, -1.067)  0.305
H (-0.426, -1.847, 0.520)  0.366
H (-1.521, -1.372, -2.543)  0.447
H (-2.662, -1.963, -3.348)  0.239
O (-1.777, -1.758, -3.466)  -0.737

Results
orbital gap = 7.40 eV
charge = -1
HOMO level = -3.60 eV



Entry 2
The following is a quantum chemistry calculation of a 2-piece molecular cluster, C4H12NO3 overall, from the OMol25 dataset.

Last column: Mulliken charge in e.
Element x y z (Å)
C (-0.664, -0.105, -0.874)  -0.720
C (-1.572, 0.717, 0.124)  -0.779
C (-1.120, 2.271, 0.114)  -0.241
O (-2.138, 3.111, -0.141)  -0.542
N (0.707, -0.189, -0.233)  -0.343
C (0.747, -1.056, 1.043)  -0.307
O (1.679, -2.055, 1.097)  -0.856
H (-1.197, -1.064, -1.019)  0.369
H (-0.662, 0.400, -1.942)  0.312
H (-2.600, 0.725, -0.170)  0.517
H (-1.666, 0.214, 1.034)  0.295
H (-0.769, 2.550, 1.140)  0.196
H (-0.368, 2.338, -0.674)  0.262
H (-2.902, 2.515, -0.520)  0.357
H (1.205, -0.699, -0.943)  0.162
H (1.278, -0.168, 1.574)  0.163
H (-0.236, -1.274, 1.268)  0.180
H (2.725, -2.495, 0.007)  0.459
H (4.182, -3.010, -0.148)  0.255
O (3.370, -2.727, -0.737)  -0.738

Results
orbital gap = 6.43 eV
charge = -1
HOMO level = -3.13 eV



Entry 3
The following is a quantum chemistry calculation of a 2-piece molecular cluster, C4H12NO3 overall, from the OMol25 dataset.

Last column: Mulliken charge in e.
Element x y z (Å)
C (1.188, 0.061, -0.874)  -0.859
C (0.506, -1.160, -0.131)  0.776
C (1.064, -2.480, -0.664)  -1.636
O (-0.846, -1.210, -0.450)  -0.678
N (0.203, 1.046, -1.379)  -0.474
C (-0.514, 1.795, -0.303)  -0.379
O (-1.489, 1.162, 0.469)  -0.939
H (1.518, -0.440, -1.794)  0.406
H (1.871, 0.678, -0.304)  0.346
H (0.766, -1.109, 0.928)  0.149
H (2.145, -2.631, -0.503)  0.340
H (0.534, -3.344, -0.240)  0.352
H (0.830, -2.570, -1.728)  0.406
H (-1.258, -0.329, -0.025)  0.378
H (-0.470, 0.586, -1.973)  0.286
H (-0.986, 2.652, -0.818)  0.279
H (0.209, 2.237, 0.407)  0.297
H (-0.455, 0.014, 3.187)  0.259
H (-0.660, 1.020, 2.037)  0.414
O (-0.107, 0.840, 2.847)  -0.723

Results
orbital gap = 7.88 eV
charge = -1
HOMO level = -3.88 eV



Relative energies, eV: entry 1 1.488; entry 2 2.258; entry 3 0.000.